[1]
55
Properties=species:S:1:pos:R:3:forces:R:3:mulliken_charge:R:1 method="wB97M-V/def2-TZVPD" lumo_ev=-0.8 e_tot_ev=-115285.0661 homo_energy_ev=-6.9873 gap_ev=6.2298 charge=0
Br 2.2649 0.8052 1.4730 -0.050 0.347 0.178 -0.168
C 1.7572 -1.0190 1.3252 0.231 -0.415 -0.591 -0.787
S 0.3964 -1.4987 2.3202 -0.505 0.528 -0.989 1.634
C -0.8800 -0.1853 2.2339 0.336 0.105 -0.427 -0.045
C -0.9371 0.8659 3.1714 -0.367 -0.408 -0.187 -0.169
C -2.0659 1.6977 3.1703 0.290 -0.149 -0.383 -0.602
C -3.0418 1.5463 2.1744 -0.026 -0.263 0.064 -0.295
C -2.9072 0.5769 1.1722 0.422 0.101 0.054 -0.683
C -1.7893 -0.2638 1.1698 -0.062 0.082 0.427 -0.259
O -0.0954 -2.6459 1.5631 -0.009 0.101 0.506 -0.730
O 0.6343 -1.6455 3.7380 0.588 0.079 -0.382 -0.712
H 1.5382 -1.2229 0.2638 -0.437 0.322 0.749 0.460
H -0.1177 1.0429 3.8775 -0.480 -0.401 -0.149 0.356
H -2.1687 2.4653 3.9455 0.045 -0.246 -0.433 0.351
H -3.9189 2.1917 2.1728 0.178 -0.127 0.051 0.358
H -3.6517 0.4562 0.3800 0.227 0.241 0.320 0.353
H -1.6167 -0.9703 0.3493 -0.202 0.080 0.578 0.348
C 2.3735 -6.0059 4.1256 -0.188 -0.033 -0.149 -0.984
N 2.9983 -4.8437 3.5153 -0.011 0.303 -0.437 0.291
C 2.6709 -4.3245 2.2980 1.180 0.395 0.288 -1.261
C 3.6275 -3.3528 1.9285 0.142 -1.035 0.872 1.541
C 3.6101 -2.5950 0.7471 -1.726 0.519 0.665 -1.083
C 4.5978 -1.6344 0.4130 1.353 1.618 -0.189 1.346
C 4.9815 -0.5160 1.1911 -0.170 -1.004 -1.009 -2.179
N 5.8161 0.2824 0.4648 0.160 -0.291 -0.041 0.319
C 6.3648 1.5461 0.9299 -0.042 -0.035 0.218 -0.960
C 6.1222 -0.3289 -0.7621 -0.102 -0.368 0.648 0.457
C 5.3733 -1.5383 -0.8295 -0.043 0.698 0.525 0.137
C 5.6442 -2.4368 -1.8586 0.242 0.168 -0.451 -0.303
C 6.6657 -2.1235 -2.7688 -0.427 -0.223 0.183 -0.662
C 7.3942 -0.9278 -2.6960 -0.331 0.511 0.668 -0.586
C 7.1180 0.0075 -1.6833 -0.088 -0.332 -0.407 -0.922
C 4.6235 -3.3102 3.0190 -0.904 -0.628 0.058 1.064
C 4.1619 -4.2285 4.0053 -0.121 0.214 -0.483 0.095
C 4.7956 -4.4102 5.2338 0.443 0.359 -0.126 -1.010
C 5.9584 -3.6533 5.4600 -0.492 -0.318 -0.069 -0.660
C 6.4647 -2.7890 4.4834 -0.354 -0.025 -0.754 -0.911
C 5.8152 -2.6284 3.2479 0.337 0.108 0.572 -0.084
H 2.7807 -6.1288 5.1321 -0.228 -0.049 -0.239 0.295
H 1.2859 -5.8738 4.1754 0.281 0.040 0.071 0.325
H 2.5872 -6.9045 3.5283 0.010 0.207 0.251 0.332
H 1.7991 -4.6556 1.7320 0.252 0.148 0.359 0.396
H 2.8503 -2.8312 -0.0130 0.747 -0.403 0.179 0.732
H 4.7070 -0.3008 2.2300 0.074 0.117 -0.763 0.990
H 7.0204 1.9575 0.1537 -0.222 -0.097 0.310 0.302
H 5.5469 2.2580 1.1293 0.345 -0.234 -0.048 0.269
H 6.9505 1.3783 1.8502 -0.211 0.205 -0.366 0.339
H 5.0657 -3.3614 -1.9166 0.359 0.165 -0.128 0.448
H 6.9195 -2.8257 -3.5569 -0.120 0.022 0.097 0.374
H 8.1911 -0.7305 -3.4144 -0.282 -0.039 0.198 0.378
H 7.6599 0.9550 -1.6132 -0.093 -0.447 -0.043 0.240
H 4.3897 -5.0923 5.9846 0.288 0.276 -0.207 0.239
H 6.4870 -3.7362 6.4055 -0.148 -0.059 -0.102 0.377
H 7.3770 -2.2273 4.6701 -0.143 -0.163 0.023 0.403
H 6.2138 -1.9721 2.4759 0.056 -0.267 0.441 0.508

[2]
56
Properties=species:S:1:pos:R:3:forces:R:3:mulliken_charge:R:1 method="wB97M-V/def2-TZVPD" s2=0.771 lumo_ev="4.0 / 4.0" e_tot_ev=-123131.8750 homo_energy_ev="-0.7924 / -1.5233" gap_ev="4.8225 / 5.5545" charge=-2 multiplicity=2
Ru 0.3196 -0.3117 0.3970 -0.033 -0.126 0.160 0.369
Cl 0.1021 0.1343 3.6920 -0.034 0.022 -0.024 -0.178
C 1.7054 -0.1171 3.0761 0.034 -0.004 -0.001 1.334
C 1.8870 -0.3290 1.6989 0.073 -0.022 -0.070 -1.122
C 3.2128 -0.6079 1.3282 -0.004 0.004 0.008 0.932
Cl 3.5778 -0.9933 -0.3224 -0.003 -0.017 0.017 -0.207
C 4.2766 -0.6170 2.2301 -0.010 -0.004 -0.058 -0.181
Cl 5.8944 -0.9510 1.7026 0.008 0.002 0.010 -0.232
C 4.0475 -0.3622 3.5754 -0.001 -0.009 0.059 0.470
Cl 5.3586 -0.3621 4.7090 -0.010 0.005 -0.012 -0.234
C 2.7465 -0.1218 4.0009 0.016 0.001 0.007 -0.169
Cl 2.4542 0.1624 5.6860 -0.012 0.003 0.002 -0.237
S 0.8481 0.4534 -1.6881 0.043 0.058 -0.146 -0.326
C 0.4829 2.1485 -1.7792 -0.014 0.009 0.093 0.406
C 0.6399 2.8661 -2.9632 -0.001 0.006 0.001 -1.055
C 0.3479 4.2236 -3.0366 0.004 0.026 -0.041 0.528
C 0.4835 4.9116 -4.2852 0.044 -0.021 0.056 -0.014
N 0.5988 5.4461 -5.2995 -0.027 0.006 -0.027 -0.645
C -0.1012 4.8941 -1.8811 -0.013 0.036 -0.013 0.637
C -0.2482 4.1878 -0.6950 0.009 -0.032 0.012 -0.913
C 0.0234 2.8191 -0.6160 0.010 -0.029 -0.042 0.264
S -0.2139 1.9281 0.8486 -0.035 0.146 0.024 -0.313
C -0.4445 6.2848 -1.9195 0.008 -0.045 0.001 -0.122
N -0.7413 7.3980 -1.9312 -0.004 0.018 -0.003 -0.649
H 0.9898 2.3493 -3.8491 0.000 0.005 -0.003 0.512
H -0.5971 4.7056 0.1904 0.002 -0.006 0.003 0.501
C -1.3992 -3.0040 -1.7220 0.020 0.016 -0.036 -0.988
C -0.9744 -3.9218 -0.6161 -0.011 -0.016 0.072 0.894
C -1.1836 -5.2901 -0.6787 -0.006 0.033 -0.023 -0.729
C -0.8170 -6.1327 0.3650 0.001 -0.012 0.043 -0.685
C -0.2292 -5.5776 1.4972 -0.001 -0.038 -0.004 -0.742
C -0.0022 -4.2154 1.6050 0.035 0.019 -0.014 1.046
C 0.6504 -3.6145 2.8144 0.000 0.016 0.013 -1.067
C -0.3709 -3.3558 0.5394 -0.039 0.080 -0.061 -0.318
N -0.1834 -2.0220 0.6244 -0.035 -0.099 -0.025 -0.890
H -1.8352 -3.5674 -2.5510 0.001 -0.003 0.004 0.329
H -0.5528 -2.4193 -2.0900 0.027 0.013 -0.028 0.159
H -2.1299 -2.2764 -1.3571 -0.020 0.003 0.035 0.064
H -1.6535 -5.7045 -1.5668 0.008 0.002 0.000 0.319
H -0.9915 -7.2004 0.2997 0.010 0.000 0.002 0.343
H 0.0672 -6.2204 2.3219 -0.004 -0.003 -0.002 0.304
H 0.8526 -4.3754 3.5715 -0.004 -0.006 -0.002 0.363
H 0.0215 -2.8336 3.2483 0.001 0.003 0.003 0.180
H 1.5915 -3.1255 2.5465 -0.002 -0.004 -0.004 0.131
O -3.6578 -0.0415 -0.4768 -0.009 0.042 -0.010 -0.752
N -3.3580 0.9698 -1.1945 -0.026 -0.038 -0.036 0.724
C -3.6401 2.2282 -0.7687 0.005 -0.060 0.022 -0.348
C -3.4055 3.3227 -1.5689 -0.005 0.011 0.015 -0.644
C -2.8483 3.1634 -2.8284 0.009 0.015 0.004 -0.166
C -2.5031 1.8814 -3.2218 -0.017 -0.039 0.008 -0.587
C -2.7521 0.8060 -2.3980 0.000 0.016 0.049 -0.196
H -4.0487 2.2612 0.2284 -0.005 0.025 -0.004 0.380
H -3.6437 4.3049 -1.1834 0.000 -0.001 -0.003 0.426
H -2.6395 4.0173 -3.4572 -0.005 -0.005 -0.008 0.478
H -2.0107 1.6955 -4.1661 0.011 0.014 -0.005 0.390
H -2.4899 -0.2160 -2.6185 0.008 -0.017 -0.020 0.230

[3]
15
Properties=species:S:1:pos:R:3:forces:R:3:mulliken_charge:R:1 method="wB97M-V/def2-TZVPD" lumo_ev=1.0 e_tot_ev=-9405.4677 homo_energy_ev=-9.9146 gap_ev=10.9096 charge=0
C -0.1500 1.5061 0.3893 -1.192 0.460 -2.519 -0.456
C 1.4604 0.1164 -0.8648 1.138 0.062 -1.154 -0.429
C 0.5486 -0.6133 0.0298 -0.038 -2.636 -0.780 -0.013
C -1.2884 -1.2086 0.5569 -1.229 -0.003 1.140 -0.399
C -0.7382 0.1765 0.0121 -0.990 -0.889 -0.941 0.112
H -0.7584 2.2547 -0.1485 0.539 0.215 0.626 0.263
H -0.1089 1.7348 1.4281 0.836 0.105 0.806 0.298
H 2.6192 -0.1381 -0.8983 -2.404 0.874 0.701 0.248
H 1.0970 -0.0147 -1.8769 0.097 0.232 -0.530 0.260
H 1.1361 -0.8210 0.9337 -0.900 0.691 0.673 0.265
H -1.1269 -1.0976 1.6743 -0.009 -1.094 -0.869 0.212
H -2.3168 -1.7533 0.3521 1.935 1.707 0.165 0.283
H -1.2714 0.2579 -1.0144 1.731 -0.203 1.215 0.183
O 1.1337 1.4572 -0.3884 0.167 0.224 0.902 -0.375
O -0.2360 -1.8570 -0.1850 0.319 0.255 0.566 -0.453

[4]
7
Properties=species:S:1:pos:R:3:forces:R:3:mulliken_charge:R:1 method="wB97M-V/def2-TZVPD" lumo_ev=-0.9 e_tot_ev=-11084.1305 homo_energy_ev=-10.6929 gap_ev=9.7989 charge=0
C 0.7072 -0.7311 -1.4925 -1.130 -0.085 -0.792 0.067
N -1.6647 0.8067 0.4734 -0.940 0.119 0.228 -0.317
N 0.4759 0.5461 -0.9847 1.374 -0.644 -0.667 -0.191
N -1.9105 0.0370 1.2471 1.247 1.370 -1.477 0.842
N 1.6846 0.0101 -0.9298 -1.234 0.123 1.152 0.667
O -2.0055 -0.7915 2.0514 -0.696 -1.472 1.497 -0.524
O 2.7130 0.1227 -0.3649 1.379 0.589 0.059 -0.545